No. 1
C30H60Br2O14 | wB97M-V/def2-TZVPD

Structure (XYZ):
```
106
Properties=species:S:1:pos:R:3:forces:R:3
C 18.435 -0.663 15.364 -0.204 0.020 0.799
C 18.765 -1.194 16.753 0.903 0.382 -0.208
O 17.633 -1.559 17.556 0.173 -0.428 0.034
C 16.985 -0.571 18.166 -0.714 0.257 -0.738
C 15.891 -1.086 19.056 0.313 -0.330 0.580
O 17.177 0.598 17.928 0.300 0.087 0.483
H 19.322 -0.185 14.951 0.112 -0.250 -0.134
H 17.687 0.126 15.444 -0.171 -0.160 -0.167
H 18.105 -1.492 14.743 -0.108 0.227 -0.278
H 19.393 -2.080 16.683 -0.242 -0.169 0.071
H 19.371 -0.485 17.314 -0.196 0.126 -0.025
H 15.876 -2.173 19.065 -0.136 0.019 -0.175
H 14.930 -0.677 18.757 -0.012 0.055 -0.085
H 16.090 -0.780 20.086 -0.042 0.175 -0.088
C 15.123 2.783 16.159 0.460 -0.177 0.969
C 15.721 4.183 16.146 -0.601 -0.383 -0.213
O 16.187 4.440 14.804 0.565 0.204 0.359
C 15.692 5.504 14.156 -0.315 -0.474 -0.413
C 16.298 5.655 12.790 0.309 -0.065 -0.057
O 14.789 6.183 14.561 -0.068 0.381 0.265
H 14.520 2.660 17.064 -0.213 0.107 -0.216
H 15.912 2.040 16.298 0.008 -0.008 -0.398
H 14.541 2.564 15.271 -0.114 0.104 -0.049
H 14.982 4.927 16.439 0.030 0.075 -0.216
H 16.562 4.254 16.832 0.157 0.011 -0.152
H 16.033 6.637 12.415 0.023 -0.032 -0.152
H 15.913 4.875 12.132 -0.239 0.080 0.036
H 17.378 5.508 12.783 -0.012 0.148 0.215
C 20.980 1.665 20.793 0.384 0.165 -0.125
C 21.004 0.458 19.886 -0.090 0.407 -0.304
O 22.309 0.358 19.281 -0.022 0.123 0.579
C 22.459 -0.631 18.403 0.189 0.000 -0.263
C 23.868 -0.745 17.909 0.021 -0.468 0.209
O 21.557 -1.340 18.033 -0.170 -0.148 0.089
H 21.437 1.453 21.759 -0.142 0.026 0.084
H 19.954 2.011 20.905 -0.032 -0.076 0.247
H 21.544 2.487 20.347 -0.060 -0.047 -0.080
H 20.801 -0.459 20.438 -0.118 -0.098 -0.174
H 20.283 0.596 19.078 -0.086 -0.241 0.098
H 24.052 -1.810 17.777 0.100 0.065 -0.230
H 24.584 -0.359 18.628 -0.012 0.224 -0.056
H 23.955 -0.235 16.953 0.090 0.025 -0.037
C 18.326 -2.879 7.589 -0.336 -0.822 0.052
C 17.907 -1.628 8.294 -0.276 0.890 -1.350
O 17.732 -1.829 9.682 -0.485 0.563 0.123
C 18.820 -1.798 10.447 0.398 -0.934 0.029
C 18.499 -1.946 11.883 -0.521 0.080 1.875
O 19.946 -1.770 10.020 0.090 0.410 -0.167
H 17.587 -3.673 7.735 0.000 0.066 0.146
H 19.264 -3.225 8.017 0.182 -0.028 -0.314
H 18.382 -2.741 6.510 0.309 0.185 0.041
H 18.586 -0.809 8.031 0.364 -0.193 0.706
H 16.960 -1.239 7.910 -0.236 -0.410 0.266
H 17.490 -1.678 12.207 0.003 0.338 -0.623
H 19.196 -1.370 12.492 0.148 0.027 -0.222
H 18.541 -2.971 12.262 0.386 -0.136 -0.613
C 12.348 1.561 24.786 -0.816 0.443 0.584
C 12.842 2.723 23.981 0.852 0.749 0.013
O 13.220 2.315 22.649 0.083 -0.047 0.153
C 12.234 2.200 21.748 -0.380 0.073 0.049
C 12.765 1.695 20.442 -0.207 0.610 -0.305
O 11.083 2.475 21.977 0.164 -0.030 -0.023
H 11.404 1.192 24.383 0.322 -0.441 -0.273
H 12.054 1.898 25.787 0.312 0.118 -0.011
H 13.133 0.822 24.908 -0.175 -0.314 -0.192
H 12.180 3.587 23.939 -0.389 -0.331 -0.152
H 13.773 3.120 24.397 -0.042 -0.242 -0.050
H 13.333 2.498 19.959 0.088 -0.243 0.285
H 11.937 1.500 19.766 -0.021 -0.437 0.156
H 13.418 0.846 20.626 -0.043 -0.121 -0.245
C 16.587 -4.368 16.308 0.278 0.123 -0.404
C 16.782 -4.298 14.809 0.228 -0.754 -0.435
O 15.697 -5.032 14.193 -0.265 0.240 0.355
C 15.593 -4.914 12.866 -0.410 0.110 0.016
C 14.396 -5.641 12.330 -0.100 -0.219 -0.023
O 16.360 -4.274 12.199 0.312 0.119 -0.227
H 16.148 -5.331 16.557 -0.179 0.104 0.155
H 15.982 -3.519 16.615 -0.218 -0.244 0.320
H 17.549 -4.302 16.814 0.003 0.115 0.008
H 16.793 -3.283 14.413 -0.007 -0.009 0.047
H 17.683 -4.815 14.467 0.167 0.265 0.205
H 13.609 -5.735 13.072 0.061 -0.002 0.094
H 14.704 -6.645 12.031 -0.023 0.032 -0.033
H 14.011 -5.120 11.458 0.108 0.011 -0.075
C 20.595 -5.453 17.313 -0.768 -0.608 -0.572
C 20.082 -4.889 18.619 1.225 0.550 -0.806
O 19.863 -5.896 19.599 -0.865 0.064 0.231
C 20.688 -5.925 20.659 0.616 0.438 0.252
C 20.077 -6.620 21.846 -0.318 -1.370 -1.121
O 21.790 -5.438 20.645 -0.139 0.017 0.096
H 20.527 -4.696 16.528 0.416 0.200 0.185
H 19.947 -6.249 16.927 0.030 -0.084 0.301
H 21.599 -5.860 17.397 0.108 0.164 -0.006
H 20.859 -4.202 18.959 -0.265 0.074 0.304
H 19.172 -4.319 18.435 -0.258 -0.254 0.383
H 20.799 -7.320 22.259 0.210 0.417 0.380
H 19.287 -7.268 21.446 -0.155 0.309 0.275
H 19.657 -5.941 22.576 0.158 0.181 0.092
Br 15.667 3.665 19.875 0.192 0.202 -0.065
C 16.446 2.233 20.901 -0.049 -0.460 0.266
C 17.296 2.722 22.048 0.248 0.587 -0.460
Br 16.369 3.870 23.307 -0.022 -0.215 0.123
H 17.058 1.662 20.203 0.052 0.092 -0.045
H 15.645 1.582 21.250 -0.148 0.218 0.002
H 18.082 3.369 21.663 0.101 -0.143 0.030
H 17.743 1.890 22.584 -0.116 -0.033 0.131
```
Positions in Å, forces in eV/Å.

Output
E_HOMO: -10.175 eV
total charge: 0
HOMO-LUMO gap: 0.3802 hartree
structure (SMILES): CCOC(C)=O.CCOC(C)=O.CCOC(C)=O.CCOC(C)=O.CCOC(C)=O.CCOC(C)=O.CCOC(C)=O.BrCCBr
molecular weight: 804.60 u

=====

No. 2
C24H25N3O6S | wB97M-V/def2-TZVPD

Structure (XYZ):
```
59
Properties=species:S:1:pos:R:3:forces:R:3
C 0.682 5.795 -0.274 0.140 0.096 -0.126
O -0.284 5.211 0.565 -0.222 -0.237 0.162
C -0.514 3.872 0.457 -0.115 -0.104 0.084
C 0.142 3.017 -0.423 0.057 0.277 -0.027
C -0.159 1.667 -0.436 -0.154 0.044 0.196
C -1.130 1.147 0.410 0.283 0.709 -0.180
N -1.391 -0.231 0.365 -0.468 -0.585 -0.901
C -1.815 -0.918 1.563 -0.194 -0.305 0.156
C -1.462 -2.401 1.474 -0.080 0.210 0.614
O -2.270 -3.287 1.626 -0.074 -0.093 0.018
N -0.138 -2.646 1.284 0.410 -1.164 -0.079
N 0.740 -1.643 1.165 0.530 0.645 0.128
C 1.896 -1.856 0.677 -0.533 -0.846 0.056
C 2.851 -0.773 0.563 0.622 0.495 -0.100
C 2.538 0.504 1.030 0.110 -0.186 -0.046
C 3.446 1.534 0.918 -0.005 0.013 -0.018
C 4.667 1.314 0.301 0.111 -0.211 -0.105
C 4.997 0.057 -0.189 0.091 0.097 -0.097
O 6.229 -0.093 -0.794 -0.269 -0.053 0.443
C 6.182 -0.475 -2.159 -0.003 -0.018 -0.310
C 4.104 -1.011 -0.026 -0.116 0.014 0.131
O 4.394 -2.285 -0.462 -0.241 0.461 -0.181
C 5.535 -2.885 0.129 0.245 -0.196 0.210
S -1.965 -0.901 -1.063 -0.169 0.172 -0.117
O -1.535 -0.080 -2.152 -0.207 0.234 0.154
O -1.588 -2.283 -1.067 -0.366 0.071 0.113
C -3.736 -0.753 -0.868 0.639 -0.148 -0.142
C -4.470 -1.806 -0.358 0.016 -0.206 0.010
C -5.830 -1.633 -0.149 0.023 0.021 -0.003
C -6.428 -0.419 -0.446 -0.028 -0.019 0.011
C -5.676 0.631 -0.952 0.065 0.022 0.011
C -4.317 0.466 -1.162 -0.025 0.221 -0.074
C -1.795 2.004 1.284 0.063 -0.131 -0.104
C -1.484 3.347 1.311 0.138 0.210 -0.044
H 0.692 6.853 -0.020 0.041 -0.071 -0.058
H 1.677 5.371 -0.099 -0.032 0.004 -0.017
H 0.420 5.678 -1.331 0.018 -0.009 0.034
H 0.901 3.384 -1.095 0.084 0.067 -0.056
H 0.355 1.004 -1.110 0.122 -0.035 -0.040
H -1.274 -0.490 2.411 -0.053 0.015 -0.117
H -2.898 -0.843 1.738 0.185 -0.067 0.060
H 0.120 -3.596 1.005 -0.148 0.300 0.064
H 2.207 -2.838 0.313 -0.106 0.011 0.053
H 1.571 0.656 1.480 -0.082 0.056 0.079
H 3.202 2.515 1.294 -0.032 0.098 0.034
H 5.385 2.110 0.180 0.092 0.062 -0.028
H 7.217 -0.623 -2.462 -0.055 0.005 -0.053
H 5.734 0.320 -2.764 0.033 -0.035 0.033
H 5.618 -1.398 -2.311 0.037 0.031 0.040
H 6.431 -2.270 0.018 -0.078 -0.016 -0.027
H 5.674 -3.834 -0.387 0.025 0.015 0.066
H 5.361 -3.070 1.194 0.003 0.000 -0.062
H -3.972 -2.735 -0.128 -0.001 -0.133 0.058
H -6.419 -2.446 0.248 -0.041 -0.077 0.028
H -7.487 -0.288 -0.282 -0.086 0.007 0.011
H -6.147 1.576 -1.181 -0.027 0.077 -0.031
H -3.698 1.256 -1.557 -0.015 0.160 -0.074
H -2.556 1.623 1.947 -0.098 -0.048 0.072
H -1.988 4.018 1.989 -0.060 0.073 0.086
```
Positions in Å, forces in eV/Å.

Output
E_HOMO: -8.177 eV
total charge: 0
HOMO-LUMO gap: 0.3136 hartree
structure (SMILES): COc1ccc(N(CC(=O)N/N=C/c2cccc(OC)c2OC)S(=O)(=O)c2ccccc2)cc1
molecular weight: 483.55 u

=====

No. 3
C56H56F10N2O7 | wB97M-V/def2-TZVPD

Structure (XYZ):
```
131
Properties=species:S:1:pos:R:3:forces:R:3
C 2.433 -4.820 -2.465 -0.122 0.251 0.070
C 1.295 -5.148 -1.504 1.483 1.887 0.091
O 0.664 -6.097 -1.713 -2.150 -2.941 -0.583
N 0.980 -4.369 -0.314 1.337 1.732 -0.260
C 2.155 -3.875 0.392 -0.193 1.132 -2.249
C 3.148 -2.852 -0.151 -0.201 0.084 -0.573
O 2.370 -4.317 1.450 0.493 -1.321 3.012
C -0.078 -3.373 -0.548 -1.520 0.545 -0.907
C 0.006 -2.450 -1.764 -0.808 0.417 -0.405
O -0.287 -3.081 -3.004 0.895 -1.149 1.015
O 0.162 -2.215 -3.998 -0.121 0.723 -1.236
O -1.255 -4.181 -0.642 0.036 0.273 0.333
C -1.529 -4.531 0.680 3.065 2.404 -0.787
O -2.166 -5.454 0.928 -2.483 -3.032 1.041
C -0.863 -3.510 1.666 -1.930 -0.057 -0.462
C -2.035 -3.209 2.673 0.699 -0.219 0.269
N -1.945 -4.083 3.847 -0.073 0.056 -0.260
C -0.495 -2.445 0.620 1.274 0.009 1.885
C 0.408 -1.237 0.998 0.089 -0.152 0.299
C 1.101 -1.349 2.361 0.057 -0.001 0.051
O 1.652 -0.098 2.786 -0.268 -0.133 -0.206
C 2.850 0.188 2.136 0.778 -0.087 0.128
C 3.073 1.694 2.086 -0.847 -1.817 -1.040
F 2.600 2.313 3.122 -0.330 0.977 1.502
F 4.347 1.965 1.925 1.332 0.356 0.139
F 2.456 2.178 1.008 -0.708 0.702 -0.886
H 3.249 -5.517 -2.259 0.146 0.297 0.115
H 2.078 -5.077 -3.463 -0.129 0.025 0.086
H 2.759 -3.781 -2.467 0.138 -0.190 0.085
H 3.992 -3.385 -0.595 -0.034 -0.010 0.158
H 3.516 -2.264 0.686 0.017 -0.094 0.003
H 2.757 -2.190 -0.926 -0.022 -0.064 0.125
H 0.959 -1.922 -1.864 0.036 -0.294 0.337
H -0.757 -1.674 -1.616 0.160 0.023 -0.005
H 1.126 -2.123 -3.918 -0.047 -0.357 0.231
H -0.077 -3.964 2.266 0.314 -0.008 -0.504
H -2.984 -3.448 2.192 -0.021 0.317 0.001
H -2.055 -2.166 3.003 0.076 -0.052 -0.103
H -1.876 -5.036 3.498 -0.124 -0.001 0.219
H -1.091 -3.903 4.367 -0.065 0.035 -0.044
H -1.460 -1.978 0.424 0.059 -0.364 -0.903
H -0.224 -0.348 1.053 0.165 -0.404 -0.010
H 1.130 -1.008 0.208 -0.010 -0.155 0.030
H 1.900 -2.100 2.395 -0.199 -0.046 -0.059
H 0.356 -1.622 3.111 0.113 0.096 0.026
H 2.868 -0.145 1.094 -0.091 0.039 0.028
H 3.724 -0.262 2.633 -0.214 -0.004 0.142
F -5.703 -1.343 -6.364 -0.032 0.039 -0.014
C -4.883 -2.293 -5.870 0.250 -0.240 0.151
C -5.314 -3.604 -5.837 -0.266 -0.047 -0.088
C -4.467 -4.582 -5.333 0.140 0.160 0.048
C -3.207 -4.236 -4.861 0.024 -0.097 0.028
C -2.790 -2.912 -4.898 -0.080 -0.009 -0.030
C -3.631 -1.932 -5.411 0.050 0.166 0.010
H -6.301 -3.854 -6.202 0.032 0.039 -0.058
H -4.791 -5.615 -5.309 -0.028 0.024 -0.012
H -2.550 -4.999 -4.464 -0.002 0.043 0.022
H -1.810 -2.644 -4.525 -0.334 -0.027 -0.195
H -3.322 -0.895 -5.456 -0.041 -0.002 -0.019
F 0.937 0.143 -3.117 0.304 0.189 0.056
C 0.118 1.191 -2.873 -0.344 0.380 0.117
C -1.125 1.222 -3.471 -0.102 -0.261 -0.184
C -1.970 2.291 -3.210 0.140 0.094 0.141
C -1.558 3.313 -2.363 -0.074 0.048 -0.019
C -0.302 3.265 -1.773 -0.103 -0.062 -0.101
C 0.543 2.194 -2.026 0.278 -0.059 0.130
H -1.423 0.417 -4.131 0.045 -0.022 0.028
H -2.951 2.326 -3.666 0.025 -0.024 -0.021
H -2.218 4.148 -2.162 0.025 -0.013 0.022
H 0.020 4.061 -1.115 -0.024 -0.051 0.057
H 1.523 2.133 -1.567 -0.014 -0.004 -0.014
F -8.094 -5.113 -6.992 0.016 -0.036 -0.038
C -9.113 -4.938 -6.127 -0.317 0.046 0.269
C -10.403 -4.865 -6.614 -0.048 -0.022 -0.258
C -11.452 -4.689 -5.723 0.128 0.008 0.132
C -11.197 -4.580 -4.362 -0.079 0.013 0.044
C -9.893 -4.651 -3.890 -0.115 -0.005 -0.133
C -8.842 -4.836 -4.777 0.272 -0.023 0.067
H -10.580 -4.945 -7.679 0.037 -0.012 0.012
H -12.468 -4.637 -6.090 0.026 0.007 -0.023
H -12.017 -4.439 -3.669 0.021 -0.003 -0.012
H -9.694 -4.561 -2.831 0.026 -0.018 -0.021
H -7.820 -4.902 -4.426 -0.004 0.014 -0.032
F -0.700 1.473 1.405 -0.099 0.285 0.030
C -1.427 2.597 1.587 -0.259 0.400 0.027
C -2.701 2.668 1.063 -0.063 -0.280 -0.143
C -3.444 3.824 1.254 0.164 0.134 0.115
C -2.900 4.892 1.956 -0.104 -0.032 0.112
C -1.614 4.803 2.471 -0.336 -0.366 0.195
C -0.870 3.645 2.291 0.261 0.012 0.185
H -3.104 1.827 0.512 0.033 0.002 0.003
H -4.448 3.892 0.855 0.015 -0.025 -0.015
H -3.480 5.795 2.100 0.018 -0.006 -0.016
H -1.187 5.637 3.014 -0.051 -0.158 0.004
H 0.132 3.553 2.691 0.004 -0.027 -0.036
F -0.760 6.170 0.487 0.183 0.313 -0.414
C 0.465 6.681 0.719 0.303 0.131 0.003
C 1.438 6.564 -0.254 -0.025 -0.144 -0.242
C 2.698 7.094 -0.019 -0.060 0.034 0.179
C 2.972 7.723 1.188 0.074 0.032 0.028
C 1.984 7.827 2.159 0.052 -0.055 -0.156
C 0.719 7.308 1.923 -0.143 0.037 0.189
H 1.207 6.064 -1.185 -0.024 0.041 0.001
H 3.466 7.015 -0.777 -0.026 -0.019 -0.001
H 3.957 8.132 1.372 -0.024 -0.010 0.002
H 2.198 8.314 3.101 -0.030 -0.001 -0.012
H -0.067 7.387 2.663 0.054 0.065 -0.052
F 8.288 5.058 -0.673 -0.003 0.032 -0.040
C 8.329 4.243 0.399 0.004 -0.214 0.278
C 7.235 3.450 0.684 -0.204 0.001 -0.151
C 7.280 2.608 1.786 0.359 0.103 0.037
C 8.412 2.576 2.591 0.017 -0.033 0.044
C 9.502 3.384 2.291 -0.153 -0.052 -0.036
C 9.465 4.220 1.185 0.195 0.149 -0.048
H 6.359 3.495 0.049 0.024 0.015 -0.008
H 6.439 1.979 2.016 0.036 -0.023 0.022
H 8.443 1.922 3.452 -0.002 0.014 -0.018
H 10.382 3.363 2.920 0.004 0.011 -0.034
H 10.306 4.851 0.930 -0.036 0.013 -0.017
F 4.746 0.304 5.004 0.033 -0.019 -0.082
C 4.157 0.803 6.113 -0.181 0.161 0.360
C 2.815 1.119 6.076 -0.207 -0.078 -0.285
C 2.208 1.628 7.215 0.201 -0.002 0.116
C 2.954 1.822 8.371 -0.044 0.035 0.062
C 4.305 1.502 8.389 -0.151 0.004 -0.088
C 4.913 0.984 7.254 0.272 -0.061 -0.018
H 2.254 0.967 5.163 0.006 -0.048 0.020
H 1.155 1.873 7.200 0.016 -0.007 -0.035
H 2.480 2.222 9.258 0.018 -0.010 -0.014
H 4.887 1.657 9.288 0.010 -0.025 -0.022
H 5.963 0.721 7.251 -0.015 0.008 -0.029
```
Positions in Å, forces in eV/Å.

Output
E_HOMO: -8.885 eV
total charge: 0
HOMO-LUMO gap: 0.3318 hartree
structure (SMILES): CC(=O)N(C(C)=O)[C@@]1(COO)OC(=O)[C@H](CN)[C@H]1CCOCC(F)(F)F.Fc1ccccc1.Fc1ccccc1.Fc1ccccc1.Fc1ccccc1.Fc1ccccc1.Fc1ccccc1.Fc1ccccc1
molecular weight: 1059.05 u

=====

No. 4
C4H6N2O | wB97M-V/def2-TZVPD

Structure (XYZ):
```
13
Properties=species:S:1:pos:R:3:forces:R:3
C -1.444 2.469 -2.265 3.110 1.567 0.866
C -0.225 -0.399 -0.176 -1.314 2.535 -1.622
C -1.888 -2.191 -0.541 -0.185 -0.902 -1.386
C 1.466 1.082 0.423 -0.244 1.614 0.607
N -0.456 2.975 -1.988 -0.120 0.032 0.214
N -1.050 -1.284 -0.210 0.360 -1.924 -0.255
O 0.733 -0.118 0.620 1.034 -1.361 1.519
H -2.723 -2.244 0.113 -1.002 -0.125 0.129
H -1.908 -2.881 -1.487 0.807 1.450 1.999
H -2.254 2.041 -2.651 -2.961 -1.577 -1.068
H 0.813 1.936 0.120 0.239 -0.909 -0.149
H 2.192 0.870 -0.384 0.086 0.502 0.888
H 1.823 1.409 1.464 0.190 -0.902 -1.742
```
Positions in Å, forces in eV/Å.

Output
E_HOMO (spin up / spin down): -7.424 / -7.423 eV
total charge: 0
HOMO-LUMO gap (spin up / spin down): 0.2964 / 0.2964 hartree
molecular weight: 98.10 u

=====

| no. | DFT total energy (hartree) |
| --- | --- |
| 1 | -7380.545651 |
| 2 | -1943.372461 |
| 3 | -3802.206133 |
| 4 | -340.597702 |